ORCA calculation (ωB97M-V with the def2-TZVPD basis set) on the molecule C3H8N2O2.

The calculation puts the HOMO energy at -0.3463 Ha. Its HOMO-LUMO gap is 10.31 eV. The SMILES is N[C@@]1(O)NCCO1.

ORCA input file:
```
! wB97M-V def2-TZVPD RIJCOSX def2/J DEFGRID3
* xyz 0 1
N 1.72 -0.03 -0.95
C 0.43 0.46 -0.55
O 0.18 1.57 -1.35
N -0.57 -0.58 -0.67
C -1.29 -0.67 0.59
C -0.30 -0.07 1.59
O 0.37 0.90 0.82
H 2.31 0.76 -1.21
H 2.16 -0.51 -0.18
H -0.75 1.77 -1.24
H -0.13 -1.45 -0.95
H -1.58 -1.70 0.82
H -2.20 -0.07 0.55
H 0.40 -0.83 1.96
H -0.77 0.42 2.44
*
```

ORCA calculation (ωB97M-V with the def2-TZVPD basis set) on the molecule C3H8N2O2 at a distorted geometry.

The calculation puts the HOMO energy at -0.3546 Ha. Its HOMO-LUMO gap is 10.30 eV. The SMILES is NC(=O)NCCO.

ORCA input file:
```
! wB97M-V def2-TZVPD RIJCOSX def2/J DEFGRID3
* xyz 0 1
N -1.19 1.69 -0.03
C -0.72 0.61 -0.83
O -1.47 -0.09 -1.46
N 0.67 0.42 -0.73
C 1.04 -0.92 -0.27
C 0.44 -1.16 1.14
O -0.80 -0.53 1.34
H -2.19 1.82 -0.11
H -0.66 2.55 -0.05
H 1.10 1.11 -0.13
H 2.14 -0.98 -0.24
H 0.70 -1.65 -1.00
H 1.16 -0.85 1.91
H 0.25 -2.23 1.28
H -0.78 0.46 1.26
*
```

ORCA calculation (ωB97M-V with the def2-TZVPD basis set) on a cluster of 3 separate species, C3H8N2O2 in total at a distorted geometry.

The calculation puts the HOMO energy at -0.3196 Ha. Its HOMO-LUMO gap is 9.56 eV. The SMILES is c1c[nH]cn1.O.O.

ORCA input file:
```
! wB97M-V def2-TZVPD RIJCOSX def2/J DEFGRID3
* xyz 0 1
C -0.47 0.18 -0.35
C -0.20 1.47 0.08
N -1.27 1.77 0.86
C -1.93 0.62 1.20
N -1.40 -0.38 0.48
H -0.17 -0.10 -1.34
H 0.79 1.86 -0.09
H -1.51 2.67 1.23
H -2.27 0.50 2.22
O 2.78 -0.55 -1.91
H 3.28 -0.95 -2.64
H 2.02 -1.15 -1.90
O 1.09 -2.09 0.27
H 0.26 -1.66 0.01
H 0.88 -2.91 0.74
*
```

ORCA calculation (ωB97M-V with the def2-TZVPD basis set) on a cluster of 2 separate species, C3H8N2O2 in total at a distorted geometry.

The calculation puts the HOMO energy at -0.3341 Ha. Its HOMO-LUMO gap is 9.71 eV. The SMILES is O=C1NCCO1.N.

ORCA input file:
```
! wB97M-V def2-TZVPD RIJCOSX def2/J DEFGRID3
* xyz 0 1
O -1.54 -1.48 -0.24
C -0.68 -0.68 -0.23
N -0.33 0.56 0.21
C 0.41 1.27 -0.79
C 1.20 0.21 -1.57
O 0.50 -0.98 -1.33
H -0.51 1.03 1.09
H 1.08 1.95 -0.29
H -0.29 1.79 -1.44
H 2.26 0.18 -1.25
H 1.23 0.55 -2.62
N -0.83 -1.07 2.08
H -1.55 -1.77 2.11
H -1.04 -0.27 2.65
H 0.09 -1.30 1.60
*
```

no.,energy (a.u.)
1,-379.103373
2,-379.101990
3,-379.037860
4,-379.032838